Here is a structure of composition C43H36BCl4N5O4RuS2Te at a distorted geometry from the OMol25 dataset. Energies are from ωB97M-V/def2-TZVPD.

Element x y z (Å)
1 Ru -1.17 0.13 -0.05
2 C -5.32 1.28 -2.40
3 N -4.65 2.49 -1.99
4 C -3.93 3.34 -2.80
5 C -3.46 4.32 -2.01
6 N -3.90 4.09 -0.72
7 B -3.49 4.93 0.50
8 N -2.67 4.08 1.56
9 C -2.71 4.44 2.88
10 C -1.77 3.72 3.55
11 N -1.16 2.92 2.62
12 C 0.00 2.09 2.91
13 C -1.75 3.12 1.42
14 S -1.29 2.42 -0.11
15 C -4.63 2.95 -0.70
16 S -5.43 2.24 0.60
17 H -5.01 1.04 -3.42
18 H -6.40 1.40 -2.36
19 H -5.03 0.47 -1.73
20 H -3.81 3.16 -3.86
21 H -2.86 5.18 -2.24
22 H -2.74 5.80 0.10
23 H -4.45 5.36 1.08
24 H -3.39 5.19 3.22
25 H -1.48 3.71 4.58
26 H -0.29 1.19 3.43
27 H 0.69 2.69 3.51
28 H 0.49 1.83 1.97
29 C 5.42 -2.73 1.22
30 C 4.20 -1.92 0.86
31 C 4.27 -0.56 0.63
32 C 3.16 0.21 0.32
33 C 3.37 1.67 0.12
34 O 2.59 2.53 0.46
35 C 4.65 2.10 -0.56
36 C 5.18 3.35 -0.22
37 C 6.32 3.82 -0.85
38 C 6.93 3.06 -1.84
39 C 6.40 1.83 -2.19
40 C 5.27 1.35 -1.54
41 C 1.86 -0.39 0.23
42 O 0.84 0.32 -0.08
43 C 1.80 -1.81 0.41
44 C 2.96 -2.52 0.73
45 C 0.56 -2.57 0.23
46 N -0.58 -2.06 -0.05
47 C -1.70 -2.95 -0.35
48 C -1.85 -3.09 -1.86
49 Te -2.33 -1.27 -2.88
50 C -0.40 -0.42 -3.00
51 C 0.77 -1.15 -3.16
52 C 2.00 -0.49 -3.17
53 C 2.06 0.89 -3.03
54 C 0.89 1.62 -2.90
55 C -0.34 0.97 -2.90
56 C 0.69 -4.06 0.38
57 C 1.05 -4.85 -0.71
58 C 1.10 -6.23 -0.58
59 C 0.79 -6.83 0.63
60 C 0.45 -6.04 1.72
61 C 0.40 -4.66 1.60
62 H 6.31 -2.10 1.26
63 H 5.61 -3.52 0.49
64 H 5.31 -3.22 2.19
65 H 5.24 -0.06 0.72
66 H 4.67 3.94 0.53
67 H 6.73 4.79 -0.58
68 H 7.82 3.43 -2.34
69 H 6.87 1.24 -2.97
70 H 4.86 0.38 -1.81
71 H 2.90 -3.59 0.87
72 H -2.61 -2.53 0.07
73 H -1.57 -3.95 0.08
74 H -2.67 -3.77 -2.10
75 H -0.94 -3.49 -2.31
76 H 0.74 -2.22 -3.28
77 H 2.91 -1.07 -3.30
78 H 3.01 1.39 -3.01
79 H 0.92 2.69 -2.78
80 H -1.25 1.56 -2.84
81 H 1.30 -4.37 -1.65
82 H 1.37 -6.84 -1.44
83 H 0.82 -7.91 0.72
84 H 0.22 -6.51 2.67
85 H 0.13 -4.04 2.45
86 Cl -6.58 -2.31 3.22
87 C -5.05 -1.60 2.86
88 C -4.15 -1.32 3.89
89 Cl -4.56 -1.70 5.53
90 C -2.90 -0.77 3.59
91 Cl -1.74 -0.46 4.84
92 C -2.55 -0.49 2.28
93 O -1.36 -0.05 1.92
94 C -3.48 -0.72 1.25
95 O -3.08 -0.42 0.01
96 C -4.70 -1.31 1.54
97 Cl -5.75 -1.74 0.24

Output
E_tot = -143132.9929 eV
HOMO (spin up / spin down) = -4.13 / -4.13 eV
Energy relative to the best compared isomer or geometry (same formula, charge and spin) = 16.2 kcal/mol
F_max = 1.38 eV Å⁻¹
Charge = -1
⟨S²⟩ = 0.76
Spin multiplicity = 2
Molar mass = 1132.22 g/mol
Kohn-Sham gap (spin up / spin down) = 6.0 / 6.0 eV

Löwdin population analysis, charges in e, atoms 1 to 5: Ru 1.1444; C -0.0783; N -0.1272; C -0.0827; C -0.1115